Here is a cluster of 7 separate species, C37H48BF9N2O24PS in total at a distorted geometry from the Open Molecules 2025 dataset. Energies are from ωB97M-V/def2-TZVPD.

Computed properties:
Gap between HOMO and LUMO = 5.97 eV
Total charge = -1
Molecular weight = 1149.62 g mol⁻¹
Energy above the lowest of the compared OMol25 structures with the same formula, charge and spin = 1788.65 kJ/mol
LUMO energy = 1.587 eV
Maximum force = 0.18704 hartree/bohr
E_HOMO = -4.381 eV

```
123
C37H48BF9N2O24PS ωB97M-V/def2-TZVPD
C -2.39 -3.59 -3.29
C -1.72 -2.30 -4.10
N -1.33 -1.21 -3.10
C -1.40 0.15 -3.77
C -1.57 1.42 -2.74
C -2.90 1.33 -1.77
P -4.29 0.25 -2.52
N -4.67 0.81 -4.02
O -2.40 0.43 -0.67
B -2.97 0.74 0.69
C -3.60 -0.50 1.58
C -2.82 -0.74 3.03
C -1.16 -0.79 2.81
C -0.36 0.58 3.36
C 1.27 0.75 3.19
C 2.05 -0.51 2.43
C 1.26 -1.89 1.92
C -0.36 -2.04 2.10
O -3.87 1.90 0.34
C -3.26 2.62 -0.83
C -1.89 3.51 -0.48
C -2.00 4.27 0.99
O -1.21 3.61 2.05
S -4.64 3.79 -1.28
O -5.49 4.01 0.03
O -5.64 3.27 -2.35
C -4.10 5.50 -1.82
F -3.67 6.39 -0.67
F -5.34 6.18 -2.37
F -3.12 5.52 -2.95
C 0.02 -1.47 -2.48
C 1.40 -1.89 -3.27
O 0.11 -1.33 -1.14
H -1.70 -3.90 -2.40
H -3.44 -3.34 -2.84
H -2.54 -4.50 -4.03
H -2.54 -1.94 -4.87
H -0.83 -2.71 -4.73
H -2.18 0.20 -4.67
H -0.34 0.30 -4.30
H -1.59 2.45 -3.29
H -0.61 1.42 -2.05
H -5.48 0.36 -1.71
H -3.93 -1.14 -2.64
H -5.68 1.13 -4.03
H -2.07 1.30 1.20
H -3.51 -1.54 1.01
H -4.74 -0.34 1.88
H -3.12 -1.76 3.54
H -3.09 0.11 3.82
H -0.95 1.49 3.86
H 1.83 1.74 3.55
H 3.21 -0.38 2.28
H 1.83 -2.79 1.38
H -1.02 -2.95 1.75
H -1.58 4.23 -1.35
H -0.99 2.74 -0.36
H -1.53 5.35 0.84
H -3.13 4.45 1.27
H -1.21 4.23 2.87
H 2.33 -1.34 -2.83
H 1.47 -3.07 -3.19
H 1.21 -1.65 -4.42
C 6.92 -2.04 0.58
C 5.70 -2.33 1.40
O 4.72 -2.61 0.43
C 5.40 -3.13 -0.63
O 4.88 -3.74 -1.55
O 6.74 -2.88 -0.54
F 5.31 -1.24 2.09
H 6.97 -1.00 0.25
H 7.84 -2.28 1.12
H 5.81 -3.18 2.07
C 1.83 -1.64 -7.88
C 1.46 -2.75 -8.81
O 0.64 -3.58 -8.02
C 0.05 -2.74 -7.12
O -0.92 -3.04 -6.45
O 0.68 -1.53 -7.07
F 2.56 -3.45 -9.18
H 2.70 -1.88 -7.26
H 2.03 -0.70 -8.41
H 0.91 -2.43 -9.70
C 3.04 6.24 3.25
C 2.21 5.55 4.28
O 2.77 4.25 4.34
C 4.08 4.42 4.01
O 4.95 3.59 4.22
O 4.30 5.64 3.43
F 0.92 5.43 3.87
H 2.69 6.05 2.23
H 3.09 7.32 3.42
H 2.24 6.01 5.27
C -3.75 -1.74 8.22
C -3.64 -0.47 7.44
O -3.87 -0.87 6.11
C -4.70 -1.95 6.21
O -5.34 -2.41 5.28
O -4.72 -2.46 7.48
F -2.38 0.03 7.52
H -2.82 -2.30 8.24
H -4.09 -1.57 9.25
H -4.36 0.30 7.73
C 7.01 3.74 7.00
C 7.66 5.08 6.97
O 8.47 5.08 8.12
C 8.80 3.77 8.32
O 9.70 3.40 9.05
O 8.00 2.93 7.60
F 6.74 6.07 7.09
H 6.10 3.72 7.61
H 6.76 3.38 6.00
H 8.28 5.26 6.08
C -1.60 -6.49 -6.44
C -1.96 -7.60 -7.36
O -2.78 -8.43 -6.57
C -3.38 -7.60 -5.67
O -4.35 -7.89 -5.00
O -2.74 -6.38 -5.62
F -0.87 -8.31 -7.73
H -0.73 -6.73 -5.81
H -1.40 -5.56 -6.97
H -2.52 -7.28 -8.25
```



Here is a cluster of 2 separate species, C37H48N3OSi in total at a distorted geometry from the Open Molecules 2025 dataset. Energies are from ωB97M-V/def2-TZVPD.

Computed properties:
Gap between HOMO and LUMO = 5.41 eV
Total charge = +1
Molecular weight = 578.90 g mol⁻¹
Energy above the lowest of the compared OMol25 structures with the same formula, charge and spin = 5.10 kJ/mol
LUMO energy = -4.563 eV
Maximum force = 0.05405 hartree/bohr
E_HOMO = -9.968 eV

```
90
C37H48N3OSi ωB97M-V/def2-TZVPD
C -7.24 -2.88 2.40
N -5.94 -3.35 2.82
C -5.94 -4.49 3.71
C -4.80 -2.78 2.36
C -4.80 -1.76 1.35
C -3.62 -1.31 0.80
C -2.34 -1.76 1.27
C -1.11 -1.40 0.67
C 0.11 -1.97 1.21
C 0.72 -1.42 2.37
C 1.85 -1.99 2.92
C 2.32 -3.24 2.44
N 3.47 -3.79 2.92
C 4.40 -3.09 3.79
C 3.66 -5.22 2.88
C 1.57 -3.90 1.43
C 0.54 -3.25 0.78
C -2.36 -2.70 2.37
C -3.54 -3.20 2.87
H -7.25 -1.79 2.33
H -7.53 -3.28 1.41
H -7.97 -3.22 3.14
H -5.38 -4.27 4.63
H -6.98 -4.70 3.97
H -5.50 -5.38 3.26
H -5.76 -1.38 0.98
H -3.64 -0.59 -0.02
H -1.06 -0.68 -0.15
H 0.27 -0.54 2.83
H 2.36 -1.50 3.75
H 4.37 -2.01 3.62
H 4.18 -3.30 4.84
H 5.40 -3.47 3.58
H 3.40 -5.63 1.90
H 4.72 -5.43 3.09
H 3.05 -5.72 3.64
H 1.84 -4.90 1.11
H 0.03 -3.73 -0.05
H -1.44 -3.07 2.80
H -3.52 -3.93 3.68
C 1.54 1.88 1.73
Si 2.36 2.51 0.19
C 2.75 4.32 0.19
C 3.89 1.56 -0.29
O 1.16 2.21 -0.89
C 0.76 2.36 -2.23
C -0.42 3.35 -2.25
C -1.10 3.64 -1.07
C -2.07 4.65 -1.05
C -2.45 5.30 -2.23
C -1.85 4.93 -3.44
C -0.82 3.98 -3.45
C 1.95 2.90 -3.04
C 2.21 4.28 -3.08
C 3.43 4.74 -3.56
C 4.36 3.86 -4.12
C 4.07 2.49 -4.13
C 2.91 2.01 -3.52
C 0.25 0.97 -2.71
C -1.27 0.82 -2.92
C -1.49 -0.71 -2.93
C -0.17 -1.32 -2.40
N 0.52 -0.15 -1.86
H 2.23 1.81 2.58
H 0.69 2.51 2.03
H 1.14 0.88 1.53
H 3.26 4.57 1.13
H 3.42 4.58 -0.64
H 1.84 4.92 0.10
H 4.51 1.45 0.62
H 3.67 0.56 -0.68
H 4.48 2.11 -1.04
H -0.88 3.06 -0.17
H -2.53 4.91 -0.09
H -3.21 6.08 -2.20
H -2.16 5.40 -4.37
H -0.34 3.70 -4.40
H 1.46 4.99 -2.72
H 3.67 5.81 -3.51
H 5.31 4.22 -4.54
H 4.75 1.77 -4.58
H 2.75 0.94 -3.40
H 0.70 0.80 -3.71
H -1.77 1.27 -2.06
H -1.60 1.32 -3.84
H -2.33 -0.99 -2.28
H -1.68 -1.05 -3.96
H -0.31 -2.07 -1.62
H 0.36 -1.80 -3.24
H 1.50 -0.30 -1.60
```



Here is a structure of composition C37H49AsGeN5O3STi from the Open Molecules 2025 dataset. Energies are from ωB97M-V/def2-TZVPD.

Computed properties:
Gap between HOMO and LUMO (alpha / beta) = 6.30 / 7.87 eV
Total charge = +1
Molecular weight = 839.30 g mol⁻¹
Energy above the lowest of the compared OMol25 structures with the same formula, charge and spin = 72.01 kJ/mol
LUMO energy (alpha / beta) = -2.278 / -2.844 eV
Maximum force = 0.01240 hartree/bohr
E_HOMO (alpha / beta) = -8.581 / -10.718 eV
2S+1 = 3

```
98
C37H49AsGeN5O3STi ωB97M-V/def2-TZVPD
Ti 0.76 -1.90 -0.78
C 3.80 -4.42 1.13
C 2.59 -3.60 0.78
N 2.30 -3.29 -0.49
N 2.96 -4.03 -1.47
C 2.26 -4.99 -2.12
N 3.00 -5.81 -2.90
S 0.60 -5.14 -2.01
C 1.64 -3.17 1.74
C 1.70 -3.43 3.12
C 0.64 -3.11 3.93
C -0.50 -2.50 3.37
C -0.49 -2.23 2.02
N 0.54 -2.54 1.22
H 3.67 -5.46 0.84
H 4.70 -4.03 0.64
H 3.99 -4.40 2.20
H 3.96 -4.11 -1.39
H 4.00 -5.69 -3.02
H 2.52 -6.50 -3.45
H 2.58 -3.90 3.55
H 0.68 -3.33 4.99
H -1.36 -2.25 3.97
H -1.32 -1.73 1.54
C -3.36 -2.74 -2.00
C -2.26 -1.84 -1.52
N -2.50 -0.56 -1.33
O -1.14 -2.32 -1.28
H -4.10 -2.21 -2.59
H -3.84 -3.17 -1.13
H -2.92 -3.55 -2.58
H -3.43 -0.18 -1.43
H -1.80 0.02 -0.86
O 0.09 0.05 -0.01
C 1.30 0.26 0.29
O 2.17 -0.44 -0.32
C 1.71 1.22 1.37
C 0.69 1.30 2.51
Ge -0.81 2.56 2.34
C -0.05 4.27 1.79
C -0.63 5.15 0.88
C -0.04 6.36 0.57
C 1.15 6.73 1.17
C 1.75 5.88 2.10
C 1.15 4.66 2.40
C -1.60 2.72 4.13
C -2.89 3.22 4.29
C -3.44 3.40 5.55
C -2.71 3.07 6.68
C -1.43 2.57 6.55
C -0.88 2.40 5.28
C -2.26 2.00 1.15
C -3.19 1.07 1.63
C -4.33 0.74 0.91
C -4.59 1.37 -0.30
C -3.66 2.27 -0.81
C -2.51 2.57 -0.10
H 1.86 2.19 0.89
H 2.70 0.90 1.71
H 1.23 1.64 3.40
H 0.32 0.30 2.76
H -1.59 4.90 0.42
H -0.52 7.02 -0.14
H 1.62 7.68 0.93
H 2.67 6.16 2.59
H 1.63 4.02 3.13
H -3.48 3.49 3.42
H -4.45 3.79 5.65
H -3.15 3.20 7.67
H -0.85 2.31 7.42
H 0.13 2.01 5.22
H -3.04 0.62 2.61
H -5.04 0.03 1.32
H -5.50 1.16 -0.84
H -3.85 2.77 -1.76
H -1.80 3.28 -0.52
C 2.36 -2.40 -6.03
C 2.22 -2.68 -4.54
As 1.19 -1.36 -3.54
C 2.20 0.26 -3.98
C 1.93 1.47 -3.10
C -0.41 -1.14 -4.64
C -1.13 0.18 -4.40
H 3.11 -3.06 -6.47
H 2.68 -1.38 -6.24
H 1.43 -2.58 -6.57
H 3.19 -2.71 -4.05
H 1.75 -3.64 -4.36
H 2.00 0.49 -5.03
H 3.25 -0.02 -3.92
H 0.87 1.72 -3.04
H 2.45 2.35 -3.49
H 2.28 1.30 -2.08
H -1.07 -1.99 -4.44
H -0.11 -1.22 -5.69
H -1.39 0.33 -3.35
H -2.06 0.23 -4.97
H -0.51 1.03 -4.71
```



Here is a structure of composition C37H49ClIrN6O2S2Si2 from the Open Molecules 2025 dataset. Energies are from ωB97M-V/def2-TZVPD.

Computed properties:
Gap between HOMO and LUMO (alpha / beta) = 6.90 / 6.21 eV
Total charge = +1
Molecular weight = 957.82 g mol⁻¹
Energy above the lowest of the compared OMol25 structures with the same formula, charge and spin = 0.00 kJ/mol
LUMO energy (alpha / beta) = -2.321 / -4.379 eV
Maximum force = 0.01943 hartree/bohr
E_HOMO (alpha / beta) = -9.224 / -10.588 eV
2S+1 = 5

```
100
C37H49ClIrN6O2S2Si2 ωB97M-V/def2-TZVPD
Ir -1.20 0.80 -0.24
C -3.64 -3.41 -0.37
Si -3.49 -1.74 -1.25
C -5.12 -1.25 -2.08
C -2.22 -1.91 -2.62
N -3.04 -0.47 -0.11
C -3.76 -0.10 0.95
C -4.97 -0.73 1.34
C -5.66 -0.32 2.46
C -5.17 0.74 3.25
C -4.02 1.39 2.90
C -3.30 1.03 1.73
N -2.22 1.68 1.29
Si -1.60 3.21 1.95
C -2.98 4.46 2.24
C -0.60 2.85 3.52
C -0.47 3.92 0.60
H -4.47 -3.98 -0.78
H -3.80 -3.31 0.71
H -2.73 -3.99 -0.52
H -5.65 -2.15 -2.42
H -4.94 -0.64 -2.97
H -5.80 -0.70 -1.43
H -2.56 -2.65 -3.35
H -1.26 -2.25 -2.23
H -2.06 -0.97 -3.15
H -5.34 -1.55 0.75
H -6.57 -0.83 2.74
H -5.70 1.03 4.14
H -3.64 2.20 3.51
H -3.31 4.49 3.28
H -3.85 4.27 1.62
H -2.61 5.46 2.00
H -0.71 1.81 3.83
H -0.90 3.48 4.35
H 0.46 3.03 3.34
H -1.04 4.40 -0.19
H 0.15 3.14 0.15
H 0.20 4.66 1.03
S 0.59 0.47 1.26
C 1.98 0.43 0.21
N 3.22 0.43 0.76
C 4.33 0.15 -0.13
C 4.17 0.97 -1.39
N 2.89 0.67 -2.00
C 2.86 0.54 -3.45
C 3.66 -0.67 -3.89
C 3.21 -1.94 -3.54
C 3.96 -3.06 -3.88
C 5.16 -2.91 -4.57
C 5.60 -1.64 -4.92
C 4.86 -0.53 -4.58
C 1.82 0.42 -1.19
S 0.27 0.13 -1.92
C 3.49 0.55 2.18
C 4.20 -0.66 2.74
C 5.36 -0.51 3.49
C 6.01 -1.62 4.01
C 5.51 -2.89 3.77
C 4.35 -3.05 3.02
C 3.70 -1.94 2.50
H 4.36 -0.92 -0.38
H 5.26 0.41 0.38
H 4.96 0.73 -2.09
H 4.22 2.04 -1.14
H 3.29 1.45 -3.89
H 1.83 0.46 -3.77
H 2.29 -2.05 -2.99
H 3.61 -4.04 -3.60
H 5.74 -3.78 -4.83
H 6.54 -1.53 -5.45
H 5.21 0.46 -4.85
H 2.55 0.70 2.70
H 4.11 1.44 2.34
H 5.76 0.48 3.68
H 6.91 -1.50 4.60
H 6.01 -3.76 4.18
H 3.95 -4.04 2.82
H 2.81 -2.07 1.90
N -1.44 -2.13 3.03
C -0.28 -2.97 2.70
C 0.07 -2.81 1.22
O 1.12 -3.17 0.74
O -0.89 -2.25 0.49
H -1.15 -1.16 3.17
H -1.90 -2.44 3.87
H -1.64 -2.06 1.10
H -0.55 -4.01 2.85
H 0.61 -2.77 3.29
Cl -1.49 4.57 -4.58
C -2.41 3.62 -3.49
C -3.80 3.68 -3.48
C -4.48 2.87 -2.59
C -3.76 2.05 -1.73
N -2.43 2.01 -1.74
C -1.76 2.77 -2.61
H -4.33 4.34 -4.15
H -5.56 2.86 -2.56
H -4.26 1.42 -1.01
H -0.68 2.69 -2.62
```